Entry from the Open Molecules 2025 dataset: a molecular structure, C7H9AlF5O8S (the ωB97M-V functional and the def2-TZVPD basis).

Element x y z (Å)
O 0.6739 -0.3369 1.9494
S 0.4175 0.7344 0.9837
O 0.6393 0.3961 -0.4210
Al -1.6250 2.0281 1.2922
C 1.8683 1.8817 1.3048
F 3.0072 1.1788 1.3148
F 1.9705 2.8350 0.3632
F 1.7603 2.4893 2.4939
H -2.2445 2.0473 -0.1829
H -2.4541 1.2045 2.3793
H -1.0541 3.4502 1.7643
C 3.5531 -1.8861 1.2201
C 3.3072 -3.3739 1.3750
O 4.6190 -3.9046 1.4603
C 5.4649 -2.9157 1.8596
O 6.5912 -3.0976 2.1906
O 4.8349 -1.7303 1.8492
F 2.6841 -3.9257 0.3050
H 3.6355 -1.6331 0.1618
H 2.8043 -1.2595 1.6949
H 2.7567 -3.6540 2.2745
C -3.6962 0.8679 -3.5328
C -4.2402 0.0774 -2.3558
O -4.8870 1.0776 -1.5980
C -5.2147 2.1107 -2.4107
O -5.9313 3.0084 -2.1239
O -4.6185 1.9539 -3.6197
F -3.2658 -0.4955 -1.6225
H -2.7018 1.2407 -3.2807
H -3.6856 0.3258 -4.4731
H -4.9690 -0.6951 -2.6154

maximum force: 0.01039 hartree/bohr
orbital gap: 8.8942 eV
E_HOMO: -0.2308 Ha
total charge: -1
calculated total energy: -2014.107085 a.u.

Here are the Löwdin charges for atoms 1 to 5, given in e:
1. O -0.44
2. S 0.54
3. O -0.44
4. Al 0.30
5. C -0.72

---

Entry from the Open Molecules 2025 dataset: 2 unconnected molecules or ions with the total composition C7H9BO4 (the ωB97M-V functional and the def2-TZVPD basis).

Element x y z (Å)
C -1.8999 -0.9307 1.2026
C -1.8190 -0.3279 -0.1844
C -2.9252 -0.5979 -1.0112
O -3.5297 -1.6614 -1.0780
C -0.7359 0.3805 -0.6920
C 0.3676 0.7552 0.2522
C 1.6124 0.9097 -0.2253
B 2.5880 0.5497 -1.1598
O 3.6525 0.2150 -1.7120
H -2.7879 -0.6957 1.7252
H -1.7542 -1.9280 0.9013
H -1.1412 -0.5693 1.9932
H -3.2222 0.3499 -1.6843
H -0.5811 0.4357 -1.7324
H -0.0433 0.9871 1.1921
H 4.4528 -0.1906 -1.5277
O 2.2832 -0.8803 2.2711
C 2.2864 -1.4340 1.1918
O 3.3168 -1.3518 0.4542
H 1.4149 -1.9991 0.8053
H 3.8669 -0.7538 0.9166

SMILES string: C/C(C=O)=C\C=C=BO.O=CO
maximum force: 0.08539 hartree/bohr
orbital gap: 7.4530 eV
E_HOMO: -0.2951 Ha
energy above the lowest of the compared OMol25 structures with the same formula, charge and spin: 5.5312 eV
calculated total energy: -597.807666 a.u.

Here are the Löwdin charges for atoms 1 to 5, given in e:
1. C -0.02
2. C -0.27
3. C -0.27
4. O 0.05
5. C -0.01

---

Entry from the Open Molecules 2025 dataset: 2 unconnected molecules or ions with the total composition C7H9BO7 (the ωB97M-V functional and the def2-TZVPD basis).

Element x y z (Å)
O -3.8293 2.9209 0.9658
C -3.0969 1.9776 0.7259
C -1.9405 1.6047 1.5040
C -1.2488 0.5218 1.1215
O -0.1651 0.0704 1.7306
C -1.6240 -0.3123 -0.0976
O -0.9096 -1.2770 -0.3135
C -2.7934 0.0445 -0.8587
C -3.4896 1.1263 -0.4751
O -4.5725 1.5674 -1.0885
H -1.6718 2.2040 2.3619
H 0.0856 -0.7479 1.2460
H -3.0696 -0.5596 -1.7108
H -4.8480 2.3669 -0.5917
O 2.4926 -1.1365 1.3214
B 2.6488 -0.7241 0.0349
C 3.0448 -1.8001 -1.0521
O 4.0131 -1.2548 -1.9537
O 4.9752 -0.5749 -1.1374
H 2.2634 -0.4185 1.9207
H 2.4416 0.4156 -0.2604
H 2.1996 -2.0439 -1.7055
H 3.4103 -2.7390 -0.6160
H 5.6843 -1.2314 -1.0719

SMILES string: O=C1C=C(O)C(=O)C=C1O.OBCOO
maximum force: 0.00692 hartree/bohr
orbital gap: 8.3283 eV
E_HOMO: -0.3631 Ha
calculated total energy: -823.602529 a.u.

Here are the Löwdin charges for atoms 1 to 5, given in e:
1. O 0.10
2. C -0.31
3. C 0.07
4. C -0.22
5. O 0.10

---

Entry from the Open Molecules 2025 dataset: 2 unconnected molecules or ions with the total composition C7H9BrN4 (the ωB97M-V functional and the def2-TZVPD basis).

Element x y z (Å)
C -0.6865 -2.2989 1.0944
C -1.2563 -1.0513 -0.6252
C -0.5894 -2.3181 -1.1042
C -1.6055 -0.0163 -1.3081
C 1.3729 1.6175 -0.5289
C 1.8101 2.3848 0.6951
C 0.7884 1.2289 0.7943
N -0.2751 -3.0300 0.0758
N -0.5141 1.3447 1.0454
N -1.2702 -1.1264 0.7220
N -0.5631 -2.8005 -2.2810
Br -2.6416 1.4259 -1.2847
H -0.4999 -2.7080 2.1141
H 0.6788 2.0817 -1.2661
H 2.1495 1.0244 -1.0803
H 2.8498 2.3808 1.1264
H 1.3666 3.4099 0.8348
H 1.0324 0.1654 1.2086
H -1.1421 -0.2871 1.3368
H -0.9502 2.1999 0.7484
H -0.0547 -3.6271 -2.3176

maximum force: 0.08092 hartree/bohr
orbital gap (alpha / beta): 7.0780 / 7.6250 eV
E_HOMO (alpha / beta): -0.3021 / -0.2987 Ha
energy above the lowest of the compared OMol25 structures with the same formula, charge and spin: 4.1771 eV
calculated total energy: -3064.933232 a.u.

Here are the Löwdin charges for atoms 1 to 5, given in e:
1. C -0.15
2. C -0.38
3. C -0.38
4. C -0.52
5. C -0.12

---

Entry from the Open Molecules 2025 dataset: C7H9Cl in the gas phase (the ωB97M-V functional and the def2-TZVPD basis).

Element x y z (Å)
C -2.2739 -0.6458 -1.5625
C -1.2774 -0.7894 -0.8977
C -0.0755 -0.8728 -0.0766
C -0.3788 -1.2412 1.3517
C 0.7175 0.4852 -0.1591
C 0.0227 1.8261 0.0195
C 2.0056 0.4952 -0.3852
Cl 3.0942 -0.8277 -0.6939
H -3.1252 -0.6493 -2.2728
H 0.5754 -1.5950 -0.4957
H -0.8223 -2.2391 1.4441
H 0.5433 -1.2105 1.9491
H -1.1183 -0.5685 1.7229
H 0.7568 2.5814 0.2645
H -0.6160 1.7684 0.8995
H -0.5739 2.0111 -0.8273
H 2.5458 1.4718 -0.2807

SMILES string: C#C[C@H](C)/C(C)=C\Cl
maximum force: 0.04746 hartree/bohr
orbital gap: 10.3250 eV
E_HOMO: -0.3453 Ha
energy above the lowest of the compared OMol25 structures with the same formula, charge and spin: 1.7554 eV
calculated total energy: -732.226597 a.u.

Here are the Löwdin charges for atoms 1 to 5, given in e:
1. C 0.12
2. C -0.12
3. C -0.36
4. C -0.06
5. C -0.32

---

Entry from the Open Molecules 2025 dataset: 2 unconnected molecules or ions with the total composition C7H9ClN2S (the ωB97M-V functional and the def2-TZVPD basis).

Element x y z (Å)
C 2.2908 -0.1567 0.8506
C 1.6270 -0.6231 -0.1963
C 0.1607 -0.8612 -0.1688
N -0.4749 -0.9643 1.1661
C -1.6567 -0.5070 1.2256
C -2.0774 0.1320 -0.0433
C -0.8324 0.0435 -0.9589
N -0.3374 1.3411 -1.3272
C -0.0414 2.2444 -0.5897
S 0.3019 3.4626 0.3290
H 1.8317 0.4026 1.6633
H 3.3667 -0.2521 0.8829
H 2.0361 -0.7851 -1.2240
H 0.0511 -1.8589 -0.6100
H 0.0167 -1.3809 1.9503
H -2.2512 -0.5331 2.1300
H -2.3291 1.1642 0.2336
H -3.0018 -0.2642 -0.4626
H -1.0968 -0.4979 -1.8619
Cl 2.4163 -0.1059 -2.9884

maximum force: 0.01716 hartree/bohr
orbital gap: 5.3821 eV
E_HOMO: -0.2577 Ha
energy above the lowest of the compared OMol25 structures with the same formula, charge and spin: 0.0000 eV
calculated total energy: -1239.905341 a.u.

Here are the Löwdin charges for atoms 1 to 5, given in e:
1. C 0.01
2. C -0.23
3. C -0.22
4. N 0.16
5. C 0.02